# 1
Molecular formula: C4H9NO
Method: DFT, ωB97M-V/def2-TZVPD

Each line ends with the Mulliken charge.
CARTESIAN COORDINATES (ANGSTROEM)
C  2.2440  0.0790  -0.3261  -1.246
C  0.7789  0.1569  -0.7457  -0.343
C  -0.1810  -0.3224  0.3480  -0.425
C  -1.5003  0.4389  0.3295  0.386
O  -1.5587  1.6352  0.1047  -0.614
N  -2.6089  -0.2921  0.6427  -0.374
H  2.9058  0.3821  -1.1443  0.347
H  2.5299  -0.9348  -0.0220  0.310
H  2.4337  0.7473  0.5221  0.348
H  0.5200  1.1928  -0.9851  0.292
H  0.6169  -0.4311  -1.6579  0.294
H  -0.3471  -1.4052  0.2901  0.306
H  0.2622  -0.1283  1.3346  0.268
H  -3.5008  0.1783  0.6156  0.246
H  -2.5946  -1.2967  0.6937  0.206

Atoms 1-6, force components in eV/Å:
0.07 -0.02 0.01
-0.01 0.05 -0.08
0.05 0.00 0.02
0.02 0.12 -0.01
-0.04 -0.39 0.07
-0.10 0.04 -0.05

Values from the calculation:
SMILES string: CCCC(N)=O
Gap between HOMO and LUMO (eV): 10.8
Charge: 0
DFT total energy (eV): -7832.224
LUMO level (hartree): 0.0342

# 2
Molecular formula: C4H13N2S
Method: DFT, ωB97M-V/def2-TZVPD

Each line ends with the Mulliken charge.
CARTESIAN COORDINATES (ANGSTROEM)
N  -0.2190  0.2920  2.2820  -0.196
C  -0.6102  0.0980  0.7751  -0.019
C  0.4502  0.3310  -0.3059  -0.699
C  0.6396  -0.8133  -1.2762  -0.837
S  2.3363  -0.9125  -1.9440  -0.191
C  -1.8816  0.9572  0.5693  -1.014
N  -2.8480  0.7712  1.6874  -0.600
H  0.7979  0.2368  2.2678  0.332
H  -0.6879  -0.4128  2.8464  0.381
H  -0.4826  1.2363  2.5355  0.359
H  -1.0182  -0.9098  0.8055  0.334
H  1.3678  0.6004  0.2429  0.478
H  0.2239  1.2503  -0.8481  0.409
H  0.0361  -0.6492  -2.1690  0.358
H  0.3851  -1.8186  -0.9446  0.371
H  1.9765  -0.6720  -3.1965  0.165
H  -1.5976  2.0149  0.5682  0.426
H  -2.3424  0.7023  -0.3820  0.438
H  -2.7216  1.6006  2.2600  0.243
H  -3.8019  0.8183  1.3635  0.260

Atoms 1-6, force components in eV/Å:
0.78 0.35 -2.29
-2.60 -0.24 0.02
0.39 0.50 1.67
0.23 -0.39 -1.10
0.11 0.07 0.33
-0.11 0.22 0.82

Values from the calculation:
SMILES string: NC[C@H]([NH3+])CCS
Gap between HOMO and LUMO (eV): 8.8
Charge: +1
DFT total energy (eV): -18167.219
LUMO level (hartree): -0.1278